1.
{
  "formula": "C5H12O",
  "method": "wB97M-V/def2-TZVPD",
  "symbols": ["H", "H", "C", "C", "H", "H", "H", "C", "H", "H", "O", "H", "H", "H", "C", "H", "H", "C"],
  "xyz": [[2.894, -0.324, 1.369], [0.760, 1.231, -0.228], [1.611, -0.763, -0.330], [-1.714, 0.610, 0.037], [-3.709, 0.795, -0.920], [-1.625, 0.574, 1.148], [1.326, -1.769, 0.001], [-3.113, 0.116, -0.298], [3.742, -1.043, -0.009], [-1.571, 1.663, -0.259], [-0.701, -0.193, -0.505], [1.663, -0.785, -1.424], [3.236, 0.652, -0.066], [-3.130, -0.889, -0.736], [0.518, 0.196, 0.075], [0.403, 0.209, 1.175], [-3.538, 0.067, 0.699], [2.947, -0.349, 0.274]],
  "atomic_forces_ev_per_a": [[0.02, -0.02, -0.16], [0.06, -0.16, 0.02], [-0.03, -0.02, -0.05], [-0.22, 0.27, 0.38], [0.28, -0.18, 0.11], [0.15, 0.16, -0.51], [0.08, 0.12, -0.06], [-0.07, 0.01, 0.26], [-0.05, 0.08, 0.04], [0.00, -0.16, 0.01], [-0.05, 0.00, -0.03], [0.06, -0.03, 0.12], [-0.01, -0.14, 0.04], [0.19, 0.27, 0.11], [0.28, 0.07, 0.10], [0.14, -0.04, -0.16], [-0.91, -0.23, -0.21], [0.09, 0.01, 0.02]],
  "nbo_charge": [0.20, 0.16, -0.41, -0.06, 0.21, 0.15, 0.20, -0.64, 0.21, 0.16, -0.53, 0.21, 0.20, 0.23, -0.05, 0.16, 0.21, -0.61],
  "smiles": "CCCOCC",
  "orbital_gap_ev": 10.93,
  "e_above_lowest_kj_mol": 79.3,
  "e_homo_ev": -9.749
}

2.
{
  "formula": "C10H8BrNO2",
  "method": "wB97M-V/def2-TZVPD",
  "symbols": ["H", "C", "C", "H", "H", "N", "H", "C", "C", "C", "C", "H", "O", "H", "C", "C", "O", "C", "Br", "H", "C", "H"],
  "xyz": [[-1.585, 1.879, -2.803], [0.010, 0.188, -0.291], [1.199, -2.010, -0.476], [-3.167, 0.323, 0.836], [-3.505, 1.280, -1.347], [0.059, -4.485, -0.180], [1.598, 0.421, 3.332], [1.597, 0.757, 2.279], [0.447, -3.407, -0.221], [-1.030, -0.095, 0.518], [-2.460, 1.231, -0.989], [2.342, 1.470, 1.904], [1.856, -2.123, -1.471], [-0.738, -0.531, 1.483], [-0.169, 0.845, -1.478], [-2.283, 0.473, 0.144], [1.563, -0.333, 1.427], [-1.397, 1.315, -1.858], [2.927, 0.398, -0.884], [0.723, 1.518, 2.103], [1.340, -0.211, 0.054], [0.674, 1.096, -2.082]],
  "atomic_forces_ev_per_a": [[0.61, -0.71, 0.69], [0.48, 1.53, -1.67], [1.39, -0.02, -1.83], [1.18, 0.06, -0.93], [0.68, 1.02, 0.33], [-0.14, -0.09, 0.06], [0.43, 0.28, -0.80], [-1.66, 3.43, -0.89], [0.71, 2.85, 0.69], [-1.83, 1.09, 1.18], [-1.29, -2.23, -0.49], [0.97, -0.50, 0.96], [-0.44, -0.62, 0.31], [-1.00, -0.12, -0.39], [-0.17, 1.06, -1.14], [-0.49, -1.12, 2.78], [-0.06, -1.47, -0.85], [-0.58, 1.57, -1.30], [-0.74, 0.17, 0.43], [0.51, -1.77, 0.57], [1.02, -4.27, 2.63], [0.42, -0.15, -0.36]],
  "nbo_charge": [0.22, -0.20, 0.48, 0.22, 0.23, -0.29, 0.22, -0.27, 0.19, -0.20, -0.23, 0.19, -0.48, 0.24, -0.19, -0.18, -0.56, -0.18, 0.11, 0.17, 0.28, 0.23],
  "smiles": "CO[C@@](Br)(C(=O)C#N)c1ccccc1",
  "orbital_gap_ev": 9.27,
  "e_above_lowest_kj_mol": 196.6,
  "e_homo_ev": -9.540
}

3.
{
  "formula": "C12H7N2O5Pd",
  "method": "wB97M-V/def2-TZVPD",
  "symbols": ["O", "C", "C", "O", "C", "Pd", "H", "C", "C", "N", "C", "O", "C", "C", "O", "C", "H", "C", "H", "C", "H", "H", "C", "N", "H", "H", "O"],
  "xyz": [[1.260, -0.206, -2.177], [1.922, 1.801, 1.587], [2.276, -0.503, 2.345], [-1.099, 1.575, -3.035], [-0.216, -1.818, -3.058], [-2.291, 0.487, -0.573], [0.278, 2.097, 0.133], [1.242, -0.881, 1.491], [0.855, 1.420, 0.760], [-0.614, -0.569, 0.273], [-1.395, 1.076, -2.040], [-4.937, 0.972, -2.175], [-2.478, 1.541, 1.039], [2.599, 0.866, 2.388], [-1.011, -2.536, -2.567], [0.778, -0.862, -3.101], [2.799, -1.255, 2.929], [0.520, 0.066, 0.754], [-1.320, -2.597, 0.399], [-4.085, 0.767, -1.437], [3.402, 1.223, 3.038], [0.922, -0.862, -4.164], [-0.565, -1.846, 0.604], [0.542, -2.079, 1.345], [0.834, -2.985, 1.699], [2.227, 2.854, 1.600], [-2.445, 2.254, 1.944]],
  "atomic_forces_ev_per_a": [[-0.21, -0.12, 0.29], [-0.64, 0.21, -0.68], [0.35, 0.56, -0.19], [-0.56, -1.08, 2.54], [-2.53, -1.72, 4.97], [-0.96, -1.74, 1.58], [0.34, 0.15, 0.27], [-0.26, 0.34, 0.21], [0.50, -0.19, 0.35], [-0.62, -0.41, -0.68], [2.30, 2.23, -6.16], [2.11, -0.37, 2.06], [-0.35, 3.14, 5.03], [0.02, -0.81, -0.10], [1.29, 0.94, -2.04], [-0.11, -0.62, -2.32], [0.00, 0.29, 0.04], [-0.15, -0.34, 0.80], [0.24, 0.18, -0.07], [-2.59, 0.20, -2.35], [-0.30, -0.26, -0.23], [1.66, 1.36, -1.01], [0.66, 0.70, 0.51], [0.21, -0.42, -0.01], [-0.18, 0.37, -0.10], [-0.13, -0.50, 0.09], [-0.09, -2.10, -2.81]],
  "lowdin_spin": [0.33, 0.00, 0.00, 0.02, 0.28, 0.57, 0.00, 0.00, 0.00, 0.10, 0.07, 0.04, 0.05, 0.00, 0.21, 0.16, 0.00, 0.00, 0.00, 0.10, 0.00, 0.01, 0.01, 0.00, 0.00, 0.00, 0.01],
  "multiplicity": 3,
  "orbital_gap_ev": [8.03, 6.63],
  "total_charge": 1,
  "e_above_lowest_kj_mol": 35.4,
  "e_homo_ev": [-11.919, -12.184]
}

4.
{
  "formula": "C6H12FN",
  "method": "wB97M-V/def2-TZVPD",
  "symbols": ["H", "H", "C", "H", "F", "H", "C", "H", "H", "C", "C", "H", "C", "C", "H", "N", "H", "H", "H", "H"],
  "xyz": [[0.165, 0.584, 1.291], [-2.524, -1.971, 0.758], [2.081, -0.344, -0.550], [-0.371, 1.966, -1.159], [1.423, 1.919, -2.179], [0.072, -0.338, -1.627], [-0.187, -0.087, 0.525], [0.090, -1.821, 1.654], [-2.078, -0.094, -0.547], [0.622, 0.173, -0.747], [0.674, 1.680, -1.041], [2.574, -0.403, -1.521], [-1.731, 0.120, 0.435], [-1.855, -1.222, 1.156], [-2.089, -1.089, 2.294], [-0.467, -1.484, 0.839], [1.131, 2.314, -0.269], [2.025, -1.343, -0.173], [-2.160, 1.062, 0.733], [2.605, 0.377, 0.129]],
  "atomic_forces_ev_per_a": [[0.59, -0.18, 0.93], [-0.38, -0.03, -0.11], [-0.94, 1.01, -0.52], [0.04, 0.62, -0.48], [-0.24, 0.03, -0.39], [1.03, 0.66, 1.28], [-1.42, 1.02, -1.62], [-0.61, 0.08, -1.07], [-0.11, 0.24, -1.22], [0.58, -0.29, -0.40], [-0.51, -0.69, 0.45], [0.22, 0.24, 0.17], [0.33, -0.32, -0.57], [-0.85, 0.74, 2.83], [0.46, -0.33, -1.77], [2.14, -0.88, 1.61], [-0.14, -0.48, 0.19], [0.25, -0.59, 0.56], [-0.24, 0.04, 0.63], [-0.21, -0.87, -0.50]],
  "nbo_charge": [0.17, 0.19, -0.62, 0.16, -0.37, 0.21, -0.04, 0.36, 0.20, -0.24, 0.06, 0.22, -0.42, -0.20, 0.16, -0.62, 0.16, 0.21, 0.21, 0.20],
  "smiles": "C[C@H](CF)[C@H]1CCN1",
  "orbital_gap_ev": 10.33,
  "e_above_lowest_kj_mol": 129.5,
  "e_homo_ev": -9.291
}

5.
{
  "formula": "C6H10O",
  "method": "wB97M-V/def2-TZVPD",
  "symbols": ["C", "C", "H", "H", "H", "H", "H", "O", "H", "C", "C", "H", "H", "H", "H", "C", "C"],
  "xyz": [[1.580, -0.182, -0.236], [0.297, 0.380, 0.368], [-0.472, 1.334, -1.466], [2.101, 0.557, -0.860], [-2.444, 0.534, 0.786], [-1.607, -1.410, -0.567], [-0.083, -0.335, 1.107], [2.253, -0.961, 1.939], [-2.017, -0.526, -2.111], [2.548, -0.710, 0.794], [-0.768, 0.651, -0.671], [1.345, -1.023, -0.908], [0.528, 1.298, 0.924], [-2.858, 1.437, -0.746], [3.587, -0.881, 0.434], [-2.210, 0.712, -0.261], [-1.710, -0.451, -1.072]],
  "atomic_forces_ev_per_a": [[-0.06, 0.01, -0.01], [-0.06, -0.02, 0.07], [-0.06, -0.10, 0.12], [-0.06, -0.10, 0.09], [0.06, 0.02, -0.17], [0.01, 0.17, -0.06], [0.01, 0.10, -0.10], [0.16, 0.14, -0.46], [0.05, 0.04, 0.17], [-0.10, -0.08, 0.27], [0.11, 0.07, -0.03], [0.08, 0.10, 0.09], [-0.03, -0.12, -0.07], [0.12, -0.13, 0.07], [-0.12, -0.02, 0.05], [-0.12, 0.11, 0.10], [0.01, -0.19, -0.12]],
  "nbo_charge": [-0.51, -0.40, 0.21, 0.22, 0.21, 0.21, 0.22, -0.52, 0.21, 0.45, -0.23, 0.23, 0.21, 0.22, 0.10, -0.42, -0.43],
  "smiles": "O=CCCC1CC1",
  "orbital_gap_ev": 10.85,
  "e_above_lowest_kj_mol": 67.0,
  "e_homo_ev": -9.793
}

6.
{
  "formula": "C7H13N2",
  "method": "wB97M-V/def2-TZVPD",
  "symbols": ["C", "H", "H", "H", "H", "H", "C", "C", "H", "H", "H", "H", "C", "H", "N", "N", "H", "C", "C", "H", "H", "C"],
  "xyz": [[0.953, -1.379, -0.076], [2.597, -1.688, 1.106], [-0.588, -1.754, 1.820], [-1.086, 2.583, -1.960], [-2.879, -0.314, -2.104], [-0.550, 2.082, -0.479], [-2.380, -0.305, -1.215], [0.032, -1.212, 1.141], [-2.103, -1.259, -0.990], [-3.085, 0.108, -0.595], [0.705, -2.213, -0.714], [-2.341, 2.167, -0.689], [-1.337, 1.834, -1.150], [2.543, 0.269, 2.134], [-1.130, 0.472, -1.465], [2.314, -1.026, 0.458], [0.280, 0.998, 2.000], [0.586, 0.218, 1.257], [2.171, 0.307, 1.143], [2.334, 1.282, 0.631], [2.993, -0.895, -0.257], [-0.028, -0.273, 0.005]],
  "atomic_forces_ev_per_a": [[-2.37, -0.68, 1.68], [0.93, -1.77, 1.48], [-0.24, -0.52, -0.13], [-0.57, -1.27, 0.09], [-1.25, -0.22, -2.92], [0.38, 0.64, 1.02], [2.52, 1.42, -1.17], [1.07, 1.65, -0.83], [0.34, -2.65, 0.76], [-1.17, 1.13, 2.41], [1.07, -0.16, -0.27], [1.43, -0.87, -0.63], [-0.50, 3.07, 0.22], [0.93, -0.04, 0.67], [0.70, -2.96, 3.14], [0.15, 2.63, -2.44], [-0.79, -0.93, -1.07], [0.73, 1.41, 1.49], [-3.88, -0.12, 0.03], [0.81, -1.37, -0.27], [0.93, -0.49, -0.91], [-1.23, 2.12, -2.36]],
  "nbo_charge": [-0.12, 0.43, 0.28, 0.23, 0.22, 0.22, -0.42, -0.26, 0.20, 0.19, 0.28, 0.20, -0.47, 0.23, -0.25, -0.49, 0.27, -0.26, -0.26, 0.26, 0.44, 0.10],
  "orbital_gap_ev": 9.55,
  "total_charge": 1,
  "e_above_lowest_kj_mol": 686.4,
  "e_homo_ev": -12.677
}

Repeat the second record exactly.
{
  "formula": "C10H8BrNO2",
  "method": "wB97M-V/def2-TZVPD",
  "symbols": ["H", "C", "C", "H", "H", "N", "H", "C", "C", "C", "C", "H", "O", "H", "C", "C", "O", "C", "Br", "H", "C", "H"],
  "xyz": [[-1.585, 1.879, -2.803], [0.010, 0.188, -0.291], [1.199, -2.010, -0.476], [-3.167, 0.323, 0.836], [-3.505, 1.280, -1.347], [0.059, -4.485, -0.180], [1.598, 0.421, 3.332], [1.597, 0.757, 2.279], [0.447, -3.407, -0.221], [-1.030, -0.095, 0.518], [-2.460, 1.231, -0.989], [2.342, 1.470, 1.904], [1.856, -2.123, -1.471], [-0.738, -0.531, 1.483], [-0.169, 0.845, -1.478], [-2.283, 0.473, 0.144], [1.563, -0.333, 1.427], [-1.397, 1.315, -1.858], [2.927, 0.398, -0.884], [0.723, 1.518, 2.103], [1.340, -0.211, 0.054], [0.674, 1.096, -2.082]],
  "atomic_forces_ev_per_a": [[0.61, -0.71, 0.69], [0.48, 1.53, -1.67], [1.39, -0.02, -1.83], [1.18, 0.06, -0.93], [0.68, 1.02, 0.33], [-0.14, -0.09, 0.06], [0.43, 0.28, -0.80], [-1.66, 3.43, -0.89], [0.71, 2.85, 0.69], [-1.83, 1.09, 1.18], [-1.29, -2.23, -0.49], [0.97, -0.50, 0.96], [-0.44, -0.62, 0.31], [-1.00, -0.12, -0.39], [-0.17, 1.06, -1.14], [-0.49, -1.12, 2.78], [-0.06, -1.47, -0.85], [-0.58, 1.57, -1.30], [-0.74, 0.17, 0.43], [0.51, -1.77, 0.57], [1.02, -4.27, 2.63], [0.42, -0.15, -0.36]],
  "nbo_charge": [0.22, -0.20, 0.48, 0.22, 0.23, -0.29, 0.22, -0.27, 0.19, -0.20, -0.23, 0.19, -0.48, 0.24, -0.19, -0.18, -0.56, -0.18, 0.11, 0.17, 0.28, 0.23],
  "smiles": "CO[C@@](Br)(C(=O)C#N)c1ccccc1",
  "orbital_gap_ev": 9.27,
  "e_above_lowest_kj_mol": 196.6,
  "e_homo_ev": -9.540
}